Computed, not measured: a structure of composition C38H28F10HfN11O4S3, with ωB97M-V/def2-TZVPD.

Computed properties:
- largest force on an atom (eV/Å) = 0.445
- charge = -1
- DFT total energy (eV) = -125433.178
- energy relative to the best compared isomer or geometry (same formula, charge and spin) (kJ/mol) = 0.0
- HOMO energy (eV) = -5.1
- E_LUMO (eV) = 1.7463
- 2S+1 = 1

CARTESIAN COORDINATES (ANGSTROEM)
Hf  0.13622  -0.30129  0.40134
C  -0.00015  2.33340  2.43647
N  0.93297  1.69686  1.48514
C  1.21405  2.64369  0.38903
C  0.03093  2.82159  -0.51330
N  -0.43057  1.50235  -0.95585
C  -1.28892  1.53610  -2.03940
C  -2.03914  0.39931  -2.40471
F  -1.96749  -0.70708  -1.62809
C  -2.88215  0.29966  -3.49020
F  -3.52521  -0.85234  -3.72302
C  -3.07365  1.38373  -4.32274
F  -3.88530  1.31327  -5.38952
C  -2.39294  2.54033  -4.01337
F  -2.54645  3.62089  -4.79233
C  -1.53703  2.61737  -2.92487
F  -0.95671  3.83240  -2.79554
C  2.19136  1.41036  2.21517
C  3.32792  1.05701  1.28494
N  2.92445  0.13159  0.22498
C  4.02260  -0.37581  -0.41187
C  5.34283  0.17008  -0.38517
F  5.63313  1.34352  0.23963
C  6.43875  -0.37039  -1.03961
F  7.62225  0.25755  -0.94611
C  6.33874  -1.51037  -1.80538
F  7.39823  -2.02606  -2.45168
C  5.08363  -2.08086  -1.89160
F  4.90665  -3.18684  -2.63237
C  4.00109  -1.53636  -1.23241
F  2.85309  -2.19890  -1.44041
H  0.42102  3.29711  2.74827
H  -0.10325  1.70065  3.31545
H  -0.96999  2.49168  1.97437
H  2.02135  2.22576  -0.20148
H  1.54591  3.60216  0.81208
H  0.39585  3.43483  -1.33414
H  -0.77997  3.37486  -0.02730
H  1.98797  0.60736  2.92260
H  2.46946  2.30877  2.78394
H  4.11141  0.61910  1.91783
H  3.74634  1.98983  0.89085
N  -5.40100  0.70110  6.56059
C  -4.92105  0.79612  5.25641
C  -3.70854  1.43387  4.99605
C  -3.24138  1.53972  3.70042
C  -3.97409  1.00928  2.64805
C  -5.19480  0.39757  2.89425
C  -5.67001  0.30101  4.18796
S  -3.34104  1.09117  1.00631
O  -2.71393  2.37742  0.85016
O  -4.40379  0.72737  0.11000
N  -2.13741  -0.01238  0.91904
C  -2.46918  -1.32167  0.96242
N  -3.62120  -1.81981  1.40496
C  -3.72387  -3.13819  1.40727
C  -2.71196  -3.99444  0.98551
C  -1.55110  -3.39416  0.54799
N  -1.43764  -2.06989  0.50978
H  -4.68631  0.71432  7.27136
H  -6.06158  -0.04481  6.70974
H  -3.12897  1.83909  5.81655
H  -2.30222  2.03639  3.50541
H  -5.75490  -0.00536  2.06498
H  -6.62406  -0.17482  4.38041
H  -4.66255  -3.53786  1.77535
H  -2.80994  -5.06780  1.02123
H  -0.68838  -3.96519  0.22609
S  -0.13941  -0.74953  3.07711
C  0.05381  -2.46117  3.26151
C  -0.56302  -3.05790  4.41362
N  -1.07656  -3.51113  5.33775
C  0.73833  -3.21638  2.36887
S  1.52905  -2.53607  0.97961
C  0.83762  -4.63735  2.54678
N  0.88596  -5.78017  2.67419
O  3.19283  2.11195  -2.41853
C  3.74897  1.27478  -3.41768
N  2.99622  1.35548  -4.63347
C  1.92589  0.59937  -5.00542
O  1.40074  0.73198  -6.09310
C  1.41567  -0.43541  -4.04452
C  1.03184  -1.68180  -4.51693
C  0.47479  -2.58696  -3.63133
C  0.28925  -2.20566  -2.31553
N  0.61207  -0.99084  -1.86633
C  1.17615  -0.12956  -2.71470
H  3.31799  1.67408  -1.56601
H  3.77025  0.23739  -3.08082
H  4.77466  1.58645  -3.63912
H  3.19101  2.11512  -5.26845
H  1.16231  -1.92284  -5.56302
H  0.18026  -3.57600  -3.94859
H  -0.12025  -2.88864  -1.58726
H  1.41526  0.84594  -2.31655



Computed, not measured: a cluster of 16 separate species, C22H76N12O16 in total, with ωB97M-V/def2-TZVPD.

Computed properties:
- largest force on an atom (eV/Å) = 11.309
- charge = 0
- DFT total energy (eV) = -74681.398
- energy relative to the best compared isomer or geometry (same formula, charge and spin) (kJ/mol) = 0.0
- HOMO energy (eV) = -8.7
- E_LUMO (eV) = -0.1114
- 2S+1 = 1

CARTESIAN COORDINATES (ANGSTROEM)
C  -3.18244  1.33113  3.71720
C  -2.89744  2.72413  4.23620
O  -2.98044  2.91113  5.72520
H  -4.18744  1.29713  3.44020
H  -2.91544  0.52113  4.45420
H  -2.71144  1.32813  2.73920
H  -3.62144  3.42013  3.86520
H  -1.91444  3.17613  4.01520
H  -3.45844  2.18713  6.27820
C  -0.80344  3.95413  -1.45280
C  0.58056  4.20213  -2.07180
O  0.41956  4.65313  -3.38680
H  -0.84844  3.23213  -0.63680
H  -1.37944  3.40713  -2.16280
H  -1.31344  4.75413  -1.10980
H  0.90756  3.22313  -2.28080
H  1.43156  4.56413  -1.43080
H  1.11656  4.26913  -3.89680
C  -1.04644  0.23313  -0.10780
C  0.30656  0.53313  -0.73580
O  1.32456  -0.46087  -0.40180
H  -0.96244  -0.12687  0.91020
H  -1.60244  -0.51287  -0.68480
H  -1.50744  1.19313  -0.13180
H  0.67556  1.52713  -0.42780
H  0.25256  0.66213  -1.85180
H  1.11056  -0.91387  0.41220
C  -0.93444  -5.01987  0.61020
C  -0.92844  -4.22887  -0.67280
O  -0.37844  -2.96487  -0.29480
H  0.08156  -5.03887  1.13920
H  -1.03844  -6.03487  0.27420
H  -1.65044  -4.83287  1.39920
H  -1.84844  -4.07787  -1.20780
H  -0.27244  -4.61287  -1.45980
H  -0.66944  -2.27287  -0.90580
C  -4.07144  -2.06187  2.81820
C  -3.04344  -1.87787  1.66620
O  -1.75844  -2.20787  2.07320
H  -4.03244  -3.06587  3.30120
H  -5.06844  -2.05987  2.38320
H  -3.85344  -1.24587  3.47820
H  -3.04444  -0.79987  1.40020
H  -3.36344  -2.49687  0.83820
H  -1.32644  -2.75387  1.38320
C  -3.97944  4.41213  -0.35780
C  -3.71944  3.76513  1.01420
O  -2.41044  4.01813  1.34720
H  -3.25444  4.03713  -1.08080
H  -3.97844  5.49113  -0.33680
H  -4.97644  4.05113  -0.67180
H  -3.73644  2.67713  0.89820
H  -4.34044  4.03413  1.83620
H  -1.86644  3.23913  1.37520
C  -3.37144  0.60513  -2.59380
O  -3.95944  0.00113  -1.46880
N  -3.84944  1.71513  -3.06980
N  -2.40144  0.11213  -3.24380
H  -4.73144  1.93113  -2.52480
H  -3.23044  2.38213  -3.55680
H  -1.78044  -0.66887  -2.96080
H  -2.08844  0.56813  -4.06180
C  3.72456  0.42913  -3.11980
O  2.46056  0.73513  -2.84880
N  4.73156  1.03313  -2.50080
N  4.04556  -0.39787  -4.12980
H  4.27656  1.64513  -1.74980
H  5.60056  0.56013  -2.24780
H  3.31656  -0.94187  -4.55180
H  4.95456  -0.73387  -4.28480
C  1.27056  -2.65387  2.69120
O  0.94156  -1.50387  1.85520
N  2.12356  -3.59087  2.25520
N  1.10456  -2.70187  3.95120
H  2.21956  -3.56587  1.24920
H  2.48656  -4.37887  2.81620
H  0.62256  -1.81587  4.24120
H  1.35656  -3.38387  4.66720
C  0.44456  0.28613  4.53520
O  0.72156  0.67013  5.83720
N  1.13556  0.62713  3.44720
N  -0.54744  -0.56087  4.24220
H  2.08956  1.01713  3.80220
H  0.97056  0.27013  2.45720
H  -1.31844  -0.68187  4.95720
H  -0.81744  -0.84087  3.26220
C  3.06056  -3.33787  -1.25080
O  4.23756  -3.96387  -1.56580
N  2.59956  -2.32687  -1.86980
N  2.21056  -3.81687  -0.46480
H  3.24256  -1.88887  -2.58580
H  2.21656  -1.58887  -1.28380
H  2.41156  -4.74087  -0.07780
H  1.18156  -3.65287  -0.42680
C  -0.21744  -2.85587  -3.64580
O  -0.53644  -1.91887  -2.71680
N  -0.94344  -3.22987  -4.58580
N  0.98056  -3.31587  -3.56780
H  -1.91244  -2.82487  -4.69480
H  -0.50344  -3.95787  -5.27180
H  1.60656  -2.89887  -2.83880
H  1.34056  -4.18787  -3.92780
C  3.92856  1.73513  0.21720
O  3.64656  2.88913  -0.48880
H  5.03556  1.49513  0.11120
H  3.45556  0.82213  -0.19480
H  3.61456  1.92913  1.25820
H  3.66256  3.73313  0.05820
C  4.03956  -1.12587  1.77920
O  4.53456  -2.34687  2.20520
H  3.55156  -0.50587  2.51520
H  3.38856  -1.46087  0.98120
H  4.94556  -0.62887  1.31520
H  3.81456  -2.99887  2.25020
C  0.84456  3.53413  1.79420
O  -0.07644  2.41713  1.89620
H  1.62356  3.41613  2.50120
H  0.37756  4.47913  1.94320
H  1.32456  3.54513  0.84220
H  0.22456  1.77513  2.55720
C  0.51556  0.89713  -5.25380
O  0.29256  1.80213  -4.21480
H  1.63556  0.86713  -5.25080
H  0.12756  1.38213  -6.12080
H  0.04556  -0.09087  -5.13680
H  0.64056  1.41713  -3.41280